Molecular formula: C47H47BeNP2
Method: DFT, ωB97M-V with the def2-TZVPD basis set

Calculated values
HOMO energy (alpha / beta) in Eh: -0.1680 / -0.1673
Energy above the lowest of the compared OMol25 structures with the same formula, charge and spin in kcal per mole: 43.40
Kohn-Sham gap (alpha / beta) in eV: 4.90 / 4.83

Geometry as XYZ:
```
98
Properties=species:S:1:pos:R:3:forces:R:3:mulliken_charge:R:1
P -1.23475 -0.67187 -0.68754 3.3 1.2 2.7 2.273
P 2.67666 0.15323 -0.15158 -2.0 -2.7 -1.5 1.985
N -0.85034 -0.12415 2.56044 0.3 1.1 -1.1 0.498
C -3.56733 -4.53638 0.46418 0.1 0.4 0.1 -0.689
C 4.11474 3.19516 -2.49830 -0.1 -0.2 0.1 -0.774
C 5.22140 -2.86667 0.82060 -0.1 0.4 -0.1 -0.765
C 0.02279 -2.43195 2.48256 -0.3 0.4 0.6 0.358
C 6.46678 -2.23987 0.82119 -0.2 0.1 0.1 -0.495
C -4.44356 2.02786 -0.86735 -0.1 -0.2 0.5 -0.651
C 0.47513 1.15922 -2.78301 1.1 -0.2 -1.2 0.670
C -3.28458 -2.12924 0.74325 0.4 0.1 -0.5 -0.100
C 0.87780 0.00601 -3.36395 0.7 1.1 -0.7 0.321
C 4.06840 -2.11953 0.59305 0.1 0.2 -0.1 -0.434
C 3.18950 4.20856 -0.50306 0.1 0.1 -0.2 -0.802
C 2.87681 2.94790 -0.00428 0.0 -0.4 -0.5 -0.229
C -1.10797 -1.47719 -4.12026 0.6 0.1 0.2 -0.952
C -2.50682 -4.54757 -0.44263 -0.1 0.2 0.0 -0.914
C -0.81133 -1.43010 3.05787 -0.1 -0.5 0.1 0.772
C -1.05509 1.02031 4.75507 -0.2 0.2 0.2 -0.572
C 3.12660 1.79750 -0.78277 0.9 0.7 0.3 0.628
C -1.58929 1.64259 -4.17267 0.1 1.0 -0.5 -1.244
C -3.69875 0.86315 -0.65221 0.4 0.4 -0.1 -0.560
C -2.29448 0.61230 -3.36771 -1.1 -1.2 -0.2 -0.066
C 1.57510 0.55990 1.22649 0.4 0.1 0.5 -1.190
C -2.15805 3.20793 3.40528 0.3 0.2 0.5 -0.943
C -1.66365 -1.80213 4.11334 0.1 -0.4 0.2 -0.383
C -1.14491 0.99696 3.34296 -0.5 -0.5 0.5 0.525
C -2.28303 0.90184 -0.66590 -1.6 0.4 -0.7 1.130
C -1.59311 2.08086 5.48291 0.0 0.5 -0.6 -0.663
C -1.66309 2.17719 -0.70140 -0.7 -0.7 0.1 -1.489
C 0.07293 -3.71236 3.03898 -0.4 0.2 0.0 -0.980
C 4.16655 -0.73466 0.35561 0.5 0.2 -0.3 0.218
C -1.98811 -0.69784 -3.17484 -1.5 0.4 -1.6 -0.756
C 3.81799 4.33518 -1.74582 -0.1 -0.1 0.1 -0.508
C -1.63824 2.14508 2.68176 0.0 -0.2 0.3 -0.331
C 5.42059 -0.09130 0.40601 -0.3 -0.4 0.0 -0.391
C -1.64865 -3.09837 4.63147 0.3 0.3 -0.4 -0.872
C -0.77082 -4.04923 4.10376 0.1 -0.2 0.1 -0.583
C -0.30033 2.21807 -3.51079 -0.8 -0.1 -0.1 -0.971
C -1.85560 -3.36411 -0.77232 -0.3 0.2 0.2 -0.486
C -3.82004 3.27396 -0.96205 0.3 -0.2 -0.1 -0.988
C 0.35626 -1.35831 -1.18155 -2.6 -1.9 0.2 -0.735
C 1.71198 -1.11546 -0.98420 2.8 0.9 1.7 -1.152
C -2.16216 3.17515 4.80824 0.2 0.0 0.0 -0.685
C -2.42942 3.33444 -0.85096 0.0 -0.1 0.2 -0.281
C 3.75970 1.92828 -2.03204 -0.1 0.4 0.4 -0.432
C 6.56363 -0.86084 0.62498 -0.1 0.2 0.1 -0.754
C 0.20947 -0.74594 -4.48173 0.6 -0.2 -0.8 -1.326
C -2.23115 -2.12764 -0.19898 -0.2 -0.5 0.0 1.228
C -3.94231 -3.32213 1.05594 0.1 -0.2 -0.2 -0.931
Be -0.49639 0.33151 0.99888 -0.7 -1.7 1.6 -1.620
H 0.06866 -0.12282 -5.38181 -0.1 -0.1 0.3 0.343
H 4.07187 5.32377 -2.13559 -0.1 -0.3 0.2 0.378
H 0.18991 -2.23932 -1.83195 0.4 0.9 -0.2 0.127
H -4.20415 -0.09402 -0.49838 0.1 0.4 -0.4 0.349
H -1.63546 -1.63977 -5.07830 -0.1 0.0 0.5 0.405
H 5.13017 -3.93507 0.98829 0.1 0.1 0.0 0.413
H -4.40328 4.18904 -1.09703 0.2 -0.4 0.0 0.390
H 2.44221 2.84224 0.98979 0.1 0.2 -0.3 0.432
H 1.89094 -0.40265 -3.19307 -1.1 0.1 0.9 0.678
H 0.32432 2.66674 -4.31616 -0.2 -0.3 0.5 0.489
H -0.61649 0.18605 5.30545 -0.1 0.2 -0.3 0.614
H -5.53104 1.96391 -0.93970 0.3 0.0 0.1 0.385
H -2.55254 4.02616 5.36907 0.0 -0.3 -0.2 0.377
H 7.53600 -0.37076 0.64008 -0.2 -0.2 0.0 0.389
H 0.91118 1.47318 -1.83109 0.3 -0.1 -0.5 -0.758
H -2.28355 2.49185 -4.26892 0.2 -0.2 -0.3 0.509
H -1.55854 2.08242 6.57866 0.0 -0.1 -0.5 0.381
H -2.71588 -1.32568 -2.62136 0.3 0.5 -0.4 1.196
H 3.97681 1.04033 -2.62464 -0.1 0.1 0.1 0.375
H 7.35921 -2.82820 0.99590 0.0 0.1 0.0 0.383
H 0.78630 -4.44053 2.63792 -0.4 0.2 0.1 0.397
H -0.89653 -2.48154 -3.71495 0.0 0.4 -0.1 0.161
H 0.65069 -2.20334 1.62203 -0.1 -0.1 0.1 -0.019
H -3.27663 0.95072 -3.01642 0.7 -0.1 0.3 0.602
H 2.39487 -1.81297 -1.50841 -0.4 0.6 0.1 0.695
H -0.55830 3.04738 -2.82377 0.0 -0.5 -0.4 0.244
H -4.09587 -5.46150 0.69458 0.1 0.3 0.0 0.394
H 2.16593 0.80362 2.12325 -0.5 0.1 0.0 1.283
H 0.91347 1.44209 0.99668 0.2 -0.2 0.0 0.209
H 2.94217 5.09634 0.07995 0.1 -0.2 -0.1 0.421
H -2.30995 -3.34447 5.46275 0.1 0.0 -0.2 0.387
H -0.57997 2.28921 -0.54067 -0.3 -0.2 -0.3 0.257
H -2.17424 -5.46649 -0.92820 -0.2 0.2 0.2 0.436
H -2.33718 -1.05533 4.53719 0.2 -0.3 -0.2 0.572
H 4.61746 3.29040 -3.45961 -0.1 0.0 0.2 0.394
H 1.01578 -0.37079 1.46937 0.9 0.5 -0.1 -0.627
H 0.93027 -1.52189 -4.79026 -0.3 0.2 -0.1 0.469
H -2.53959 4.08567 2.87553 0.0 -0.3 0.2 0.425
H -3.60562 -1.19228 1.21030 0.2 -0.4 -0.1 0.318
H -1.36145 1.29504 -5.19623 -0.1 0.1 0.4 0.394
H -1.91528 4.29488 -0.86152 -0.2 -0.1 0.0 0.443
H -4.77533 -3.30001 1.75806 0.2 0.0 -0.1 0.412
H 3.08946 -2.60310 0.54577 0.3 0.2 0.1 0.270
H -1.04173 -3.41332 -1.49151 -0.3 0.0 0.3 0.220
H -1.69760 2.16458 1.58563 -0.1 0.0 0.5 0.703
H 5.47453 0.99045 0.24129 0.1 -0.5 0.0 0.390
H -0.75342 -5.05549 4.52714 0.1 0.3 -0.1 0.387
```
Positions in Å, forces in eV/Å.

***

Molecular formula: C4H3O2S2
Method: DFT, ωB97M-V with the def2-TZVPD basis set

Calculated values
HOMO energy in Eh: -0.1061
Energy above the lowest of the compared OMol25 structures with the same formula, charge and spin in kcal per mole: 50.78
Net charge: -1
Kohn-Sham gap in eV: 6.48

Geometry as XYZ:
```
11
Properties=species:S:1:pos:R:3:forces:R:3:mulliken_charge:R:1
S -0.56256 1.57001 -0.13736 0.5 -0.3 -0.1 -0.137
S -2.22644 -0.94757 0.12430 -0.3 0.5 0.3 -0.221
O -0.07120 -2.52744 0.04083 -0.7 1.5 0.1 -0.525
O -3.09062 1.56817 0.42407 0.9 -1.0 0.0 -0.590
C -0.50532 -1.39387 -0.02600 2.4 1.8 -1.6 0.325
C 0.47852 0.21557 -0.78428 -1.4 -2.4 1.5 -0.217
C 1.84302 0.23050 -0.00253 -1.9 -4.2 -4.0 -0.987
C -2.09276 0.88247 0.20793 -1.2 0.2 -0.1 0.452
H 2.19411 -0.85773 -0.32531 -0.1 2.2 1.1 0.191
H 1.61504 0.32009 0.98562 0.4 0.4 3.0 0.345
H 2.41820 0.93979 -0.50728 1.4 1.2 -0.2 0.365
```
Positions in Å, forces in eV/Å.

***

Molecular formula: C8H9O
Method: DFT, ωB97M-V with the def2-TZVPD basis set

Calculated values
HOMO energy in Eh: -0.5168
Energy above the lowest of the compared OMol25 structures with the same formula, charge and spin in kcal per mole: 39.00
Net charge: +1
Kohn-Sham gap in eV: 10.00

Geometry as XYZ:
```
18
Properties=species:S:1:pos:R:3:forces:R:3:mulliken_charge:R:1
O -1.67257 -0.25757 0.61684 3.2 -1.8 3.3 -0.190
C 0.51689 1.07181 0.35466 2.0 -2.8 0.0 -0.634
C -2.55397 0.70831 0.05803 0.3 1.3 -0.8 -0.251
C 2.63729 0.09353 -0.27459 0.9 -1.0 0.3 -0.553
C 2.00755 -1.18627 -0.11472 2.2 -1.2 -0.2 -0.187
C 1.89863 1.18646 0.05121 -1.4 2.5 -0.3 -0.271
C 0.76248 -1.33623 0.43704 -1.5 0.9 -0.2 -0.618
C 0.03339 -0.17369 0.57794 -0.8 0.3 -1.3 0.734
C -2.33268 -0.61190 -0.56292 1.4 2.7 -2.7 -0.280
H 2.22786 2.27360 -0.03030 0.1 -1.8 0.2 0.318
H -0.00333 1.82130 0.75256 -2.1 3.6 0.7 0.577
H -3.10379 -1.28023 -0.69971 -1.2 -2.0 0.8 0.314
H 0.32411 -2.24547 0.73969 -0.2 -1.2 -0.2 0.514
H 2.50146 -2.18680 -0.37528 -0.3 1.9 0.5 0.319
H 3.73464 0.28427 -0.46628 -1.5 -0.9 -0.2 0.351
H -1.97788 1.52722 -0.44200 -1.1 -0.4 0.8 0.328
H -3.39767 0.84404 0.74942 0.4 0.4 -0.6 0.246
H -1.60241 -0.53236 -1.37159 -0.5 -0.4 -0.1 0.284
```
Positions in Å, forces in eV/Å.